Record 1
Computed, not measured: a structure of composition C16H33ClFeP2 in a non-equilibrium geometry, with wB97M-V/def2-TZVPD.

Calculated values
Orbital gap (alpha / beta) in eV: 3.15 / 6.33
Relative energy (zero: lowest compared OMol25 entry of this formula, charge and spin) in kcal per mole: 74.9
⟨S²⟩: 6.038
Spin multiplicity: 5
HOMO energy (alpha / beta) in eV: -2.991 / -6.202
Total charge: 0
Max |F| in eV/A: 5.33

Each line ends with the natural charge from an NBO analysis.
Element x y z (Å)
P: 2.30 1.39 -1.09  1.557
P: -1.85 0.06 -2.42  1.446
C: 1.14 1.60 -2.58  -0.783
C: -0.37 1.53 -2.69  -0.730
H: 1.65 0.91 -3.35  0.306
H: 1.45 2.60 -2.92  0.250
H: -0.74 2.11 -1.83  0.234
H: -0.72 2.11 -3.56  0.252
C: -2.20 -1.44 -3.43  -0.950
H: -3.03 -1.94 -2.90  0.245
H: -1.31 -2.08 -3.45  0.264
H: -2.48 -1.06 -4.42  0.239
C: -3.27 1.17 -2.69  -1.002
H: -3.55 1.07 -3.75  0.244
H: -2.96 2.21 -2.48  0.243
H: -4.17 0.95 -2.08  0.256
C: 3.87 0.54 -1.41  -0.986
H: 4.39 0.30 -0.46  0.259
H: 4.51 1.17 -2.04  0.253
H: 3.65 -0.40 -1.95  0.318
C: 2.65 3.05 -0.55  -0.985
H: 1.73 3.64 -0.71  0.261
H: 3.46 3.45 -1.18  0.264
H: 2.94 3.10 0.51  0.264
Fe: 0.45 0.02 -3.89  0.691
C: -0.14 1.37 -5.78  -0.442
C: 0.34 0.06 -5.62  -0.498
C: 1.34 -0.55 -6.55  -0.405
C: 2.68 0.24 -6.54  -0.457
C: 2.94 0.95 -5.25  -0.180
C: 2.56 2.21 -4.98  -0.219
C: 1.75 3.09 -5.86  -0.457
C: 0.57 2.38 -6.59  -0.428
C: 1.61 0.35 0.24  -0.973
H: -1.18 1.58 -5.54  0.184
H: -0.41 -0.73 -5.15  0.146
H: 0.95 -0.54 -7.58  0.187
H: 1.53 -1.58 -6.23  0.222
H: 3.47 -0.51 -6.67  0.219
H: 2.71 0.95 -7.38  0.205
H: 3.61 0.44 -4.56  0.204
H: 3.06 2.74 -4.16  0.172
H: 2.39 3.57 -6.61  0.203
H: 1.34 3.91 -5.25  0.191
H: -0.15 3.18 -6.83  0.208
H: 0.95 2.01 -7.56  0.183
H: 1.24 -0.59 -0.25  0.316
H: 0.81 0.85 0.74  0.248
H: 2.34 -0.01 0.99  0.252
Cl: 1.97 -1.55 -3.50  -0.695
C: -1.28 -0.51 -0.92  -1.232
H: -1.09 0.23 -0.15  0.204
H: -1.69 -1.48 -0.62  0.230

Record 2
Computed, not measured: a cluster of 3 separate species, C16H33FN2O10P2S in total in a non-equilibrium geometry, with wB97M-V/def2-TZVPD.

Calculated values
Orbital gap in eV: 10.53
HOMO energy in eV: -10.531
Total charge: 0
Max |F| in eV/A: 5.01
SMILES: N#CC[C@@H](C#N)S(=O)(=O)F.CCOP(=O)(OCC)OCC.CCOP(=O)(OCC)OCC

Each line ends with the natural charge from an NBO analysis.
Element x y z (Å)
N: -0.12 2.05 4.14  -0.257
C: 0.11 1.14 3.49  0.258
C: 0.17 -0.14 2.79  -0.503
C: 1.18 -1.15 3.40  -0.566
C: 2.33 -0.51 4.01  0.251
N: 3.14 0.13 4.50  -0.223
S: 0.36 -2.21 4.62  2.418
O: -0.07 -1.37 5.68  -0.878
O: 1.16 -3.34 4.91  -0.881
F: -0.88 -2.71 3.82  -0.464
H: 0.42 0.05 1.75  0.273
H: -0.81 -0.61 2.77  0.278
H: 1.54 -1.82 2.62  0.292
C: -6.16 -3.39 -2.58  -0.633
C: -6.31 -3.10 -1.10  -0.067
O: -5.14 -2.46 -0.57  -0.819
P: -5.05 -0.85 -0.42  2.507
O: -6.40 -0.34 -0.11  -1.057
O: -4.20 -0.67 0.95  -0.823
C: -4.70 0.12 2.04  -0.057
C: -5.39 -0.76 3.06  -0.630
O: -3.71 -0.63 -1.29  -0.761
C: -3.73 -0.79 -2.72  -0.073
C: -4.80 0.06 -3.39  -0.649
H: -6.10 -2.47 -3.16  0.198
H: -7.02 -3.96 -2.94  0.221
H: -5.26 -3.97 -2.77  0.211
H: -7.20 -2.49 -0.93  0.201
H: -6.43 -4.03 -0.55  0.184
H: -5.36 0.90 1.68  0.194
H: -3.83 0.61 2.49  0.175
H: -6.15 -1.38 2.60  0.218
H: -5.85 -0.15 3.84  0.215
H: -4.66 -1.43 3.54  0.205
H: -3.85 -1.84 -2.97  0.184
H: -2.75 -0.48 -3.07  0.193
H: -5.80 -0.18 -3.01  0.214
H: -4.79 -0.10 -4.46  0.226
H: -4.62 1.12 -3.19  0.223
C: 2.92 2.44 -3.25  -0.632
C: 3.18 2.84 -1.81  -0.067
O: 3.66 1.75 -1.03  -0.821
P: 5.25 1.53 -0.77  2.506
O: 5.88 2.87 -0.71  -1.056
O: 5.29 0.96 0.74  -0.822
C: 6.09 1.57 1.75  -0.057
C: 5.25 2.52 2.58  -0.635
O: 5.36 0.04 -1.37  -0.759
C: 5.26 -0.20 -2.78  -0.072
C: 6.24 0.62 -3.58  -0.649
H: 3.85 2.18 -3.75  0.199
H: 2.46 3.27 -3.80  0.220
H: 2.25 1.58 -3.30  0.207
H: 3.86 3.69 -1.77  0.202
H: 2.24 3.16 -1.34  0.181
H: 6.95 2.08 1.32  0.190
H: 6.47 0.77 2.38  0.181
H: 4.73 3.24 1.95  0.214
H: 5.87 3.07 3.29  0.213
H: 4.50 1.97 3.14  0.220
H: 4.23 -0.04 -3.10  0.181
H: 5.47 -1.26 -2.92  0.195
H: 6.09 1.70 -3.42  0.214
H: 6.12 0.42 -4.65  0.225
H: 7.27 0.39 -3.30  0.223

Record 3
Computed, not measured: a structure of composition C16H33N5O6PdSSe2, with wB97M-V/def2-TZVPD.

Calculated values
Orbital gap (alpha / beta) in eV: 6.00 / 6.01
Relative energy (zero: lowest compared OMol25 entry of this formula, charge and spin) in kcal per mole: 3.8
⟨S²⟩: 2.010
Spin multiplicity: 3
HOMO energy (alpha / beta) in eV: -6.869 / -7.322
Total charge: 0
Max |F| in eV/A: 0.12

Each line ends with the natural charge from an NBO analysis.
Element x y z (Å)
Pd: -0.06 -1.59 1.58  0.697
O: 3.68 -5.92 -0.13  -0.737
C: 4.06 -4.68 0.43  -0.046
C: 2.88 -3.77 0.83  -0.155
C: 2.09 -4.47 1.94  -0.075
O: 1.41 -5.64 1.51  -0.753
C: 3.51 -2.50 1.40  -0.548
Se: 2.34 -1.00 1.89  -0.325
C: 2.07 -3.50 -0.44  -0.574
Se: 0.14 -3.20 -0.27  -0.245
H: 2.93 -6.25 0.39  0.490
H: 4.67 -4.17 -0.33  0.174
H: 4.70 -4.83 1.31  0.159
H: 1.39 -3.77 2.40  0.183
H: 2.78 -4.79 2.72  0.186
H: 0.64 -5.34 0.99  0.486
H: 4.21 -2.10 0.66  0.213
H: 4.08 -2.75 2.29  0.217
H: 2.14 -4.35 -1.11  0.241
H: 2.50 -2.64 -0.96  0.223
N: -3.22 -2.80 -0.45  -0.861
C: -3.49 -1.36 -0.40  -0.228
C: -4.19 -1.01 0.92  -0.416
C: -3.24 -0.90 2.10  -0.212
N: -2.26 -2.01 2.17  -0.903
H: -2.53 -3.03 -1.15  0.385
H: -4.06 -3.31 -0.67  0.362
H: -4.09 -1.01 -1.24  0.178
H: -2.52 -0.84 -0.45  0.197
H: -4.95 -1.77 1.11  0.200
H: -4.72 -0.06 0.82  0.215
H: -3.82 -0.85 3.03  0.192
H: -2.69 0.04 2.02  0.182
H: -2.51 -2.72 1.48  0.427
H: -2.29 -2.44 3.08  0.384
C: -1.86 5.20 -3.81  -0.622
C: -0.53 5.88 -3.52  -0.667
S: 0.68 4.80 -2.81  2.188
O: 0.76 3.60 -3.62  -0.957
O: 1.87 5.56 -2.55  -0.940
C: -0.01 4.31 -1.24  -0.689
C: 1.05 3.48 -0.50  -0.225
N: 0.43 2.52 0.41  -0.316
C: 0.23 1.22 0.13  0.459
N: -0.34 0.59 1.15  -0.528
C: -0.50 1.51 2.14  -0.006
C: -0.03 2.71 1.70  0.124
N: -0.06 3.95 2.40  0.528
O: -0.44 3.93 3.55  -0.356
O: 0.29 4.96 1.79  -0.405
C: 0.63 0.59 -1.16  -0.688
H: -2.51 5.89 -4.35  0.229
H: -2.38 4.91 -2.90  0.208
H: -1.71 4.32 -4.43  0.237
H: -0.62 6.73 -2.84  0.241
H: -0.04 6.23 -4.43  0.257
H: -0.89 3.71 -1.45  0.240
H: -0.28 5.20 -0.68  0.260
H: 1.72 4.12 0.05  0.259
H: 1.64 2.90 -1.21  0.244
H: -0.92 1.28 3.10  0.245
H: 0.34 1.20 -2.01  0.240
H: 0.17 -0.39 -1.23  0.267
H: 1.71 0.44 -1.18  0.261

Record 4
Computed, not measured: a cluster of 9 separate species, C16H34Br14N2O4 in total in a non-equilibrium geometry, with wB97M-V/def2-TZVPD.

Calculated values
Orbital gap in eV: 9.96
Relative energy (zero: lowest compared OMol25 entry of this formula, charge and spin) in kcal per mole: 16.9
HOMO energy in eV: -9.892
Total charge: 0
Max |F| in eV/A: 1.20
SMILES: C[N+](=O)[O-].C[N+](=O)[O-].BrCCBr.BrCCBr.BrCCBr.BrCCBr.BrCCBr.BrCCBr.BrCCBr

Each line ends with the natural charge from an NBO analysis.
Element x y z (Å)
C: -4.65 0.52 0.17  -0.480
N: -4.33 -0.53 -0.85  0.536
O: -5.08 -0.78 -1.76  -0.341
O: -3.25 -1.09 -0.68  -0.429
H: -4.97 -0.09 1.01  0.243
H: -5.40 1.20 -0.22  0.235
H: -3.72 1.02 0.37  0.236
C: 2.02 0.86 3.84  -0.491
N: 2.23 1.68 5.06  0.531
O: 1.90 2.85 4.99  -0.385
O: 2.79 1.16 6.01  -0.367
H: 2.96 0.89 3.29  0.240
H: 1.30 1.31 3.17  0.228
H: 1.71 -0.15 4.08  0.240
Br: -0.70 -4.89 -3.41  0.029
C: 0.14 -3.20 -3.04  -0.480
C: 1.25 -2.88 -4.01  -0.421
Br: 2.28 -1.29 -3.40  -0.033
H: 0.55 -3.26 -2.03  0.229
H: -0.67 -2.47 -3.04  0.223
H: 0.87 -2.51 -4.96  0.217
H: 1.85 -3.75 -4.28  0.238
Br: -1.03 -1.14 3.00  -0.023
C: -1.28 -2.99 3.59  -0.446
C: -2.53 -3.56 2.96  -0.447
Br: -4.14 -2.63 3.56  -0.016
H: -1.32 -3.03 4.68  0.229
H: -0.38 -3.57 3.37  0.235
H: -2.62 -4.61 3.24  0.231
H: -2.56 -3.52 1.88  0.238
Br: -2.55 2.66 2.88  -0.020
C: -1.49 4.29 3.03  -0.444
C: -2.42 5.51 2.86  -0.434
Br: -1.27 7.09 2.63  -0.007
H: -0.70 4.36 2.28  0.228
H: -1.03 4.35 4.01  0.234
H: -2.98 5.63 3.79  0.222
H: -3.13 5.39 2.05  0.228
Br: 4.86 -3.01 1.23  -0.008
C: 3.06 -3.70 1.57  -0.438
C: 2.39 -3.88 0.22  -0.471
Br: 0.64 -4.64 0.50  -0.011
H: 2.46 -3.03 2.18  0.222
H: 3.19 -4.65 2.07  0.229
H: 2.88 -4.60 -0.43  0.229
H: 2.34 -2.92 -0.28  0.243
Br: -1.35 2.56 -1.25  -0.016
C: -0.60 1.30 0.10  -0.439
C: 0.08 0.20 -0.68  -0.440
Br: 1.28 -0.80 0.52  -0.038
H: -1.35 0.91 0.79  0.239
H: 0.14 1.84 0.69  0.223
H: 0.72 0.57 -1.47  0.240
H: -0.58 -0.52 -1.17  0.233
Br: 6.77 3.84 -2.78  -0.024
C: 5.06 3.82 -1.81  -0.426
C: 4.18 2.78 -2.45  -0.459
Br: 2.48 2.71 -1.51  -0.004
H: 4.69 4.83 -1.95  0.226
H: 5.33 3.65 -0.77  0.229
H: 4.69 1.82 -2.38  0.229
H: 4.05 3.02 -3.50  0.232
Br: -2.97 -1.75 -5.79  -0.017
C: -1.55 -0.47 -5.27  -0.434
C: -1.91 0.28 -4.04  -0.462
Br: -3.35 1.58 -4.35  -0.008
H: -1.31 0.16 -6.12  0.232
H: -0.71 -1.14 -5.08  0.215
H: -1.08 0.85 -3.63  0.238
H: -2.19 -0.43 -3.26  0.229

Record 5
Computed, not measured: a structure of composition C16H34CeNO2P2Si in a non-equilibrium geometry, with wB97M-V/def2-TZVPD.

Calculated values
Orbital gap (alpha / beta) in eV: 6.28 / 6.32
Relative energy (zero: lowest compared OMol25 entry of this formula, charge and spin) in kcal per mole: 36.9
⟨S²⟩: 0.754
Spin multiplicity: 2
HOMO energy (alpha / beta) in eV: -5.952 / -5.993
Total charge: 0
Max |F| in eV/A: 4.21

Each line ends with the Löwdin spin population.
Element x y z (Å)
C: 0.69 3.43 -2.13  0.001
C: 0.61 2.48 -1.08  0.000
N: 0.98 1.16 -1.34  -0.001
C: 1.43 0.81 -2.56  0.000
C: 1.67 1.76 -3.55  0.000
C: 1.26 3.08 -3.34  0.000
C: 0.13 2.86 0.20  0.005
P: 0.26 1.93 1.71  -0.002
Ce: 0.94 -0.53 0.43  0.946
P: 0.48 -1.81 -2.04  0.016
C: 1.70 -0.66 -2.86  0.001
O: -1.37 6.16 -1.73  0.000
O: -4.48 2.88 1.59  0.000
H: 0.31 4.43 -1.93  0.000
H: 2.12 1.44 -4.49  0.000
H: 1.39 3.82 -4.12  0.000
C: 1.76 2.60 2.55  0.000
C: -1.07 2.59 2.76  -0.001
H: 1.60 -0.85 -3.94  0.000
H: 2.72 -0.95 -2.54  0.000
H: -1.46 6.93 -2.23  0.000
H: -0.34 3.85 0.24  0.000
C: 1.11 -3.46 -2.49  0.004
C: -0.94 -1.62 -3.16  0.002
H: -0.82 -0.10 -0.05  0.005
H: -5.11 2.23 1.93  0.000
H: -4.77 3.07 0.73  0.000
H: -2.25 5.74 -1.75  0.000
H: 2.57 -1.27 0.21  -0.011
H: -2.22 -0.31 0.34  -0.001
H: 1.47 3.46 3.18  0.000
H: 2.20 1.82 3.18  0.000
H: 2.50 2.93 1.81  0.000
H: -0.76 3.55 3.19  0.000
H: -2.01 2.71 2.20  0.000
H: -1.24 1.87 3.57  0.000
H: -0.89 -2.36 -3.96  0.000
H: -1.86 -1.77 -2.58  0.000
H: -0.97 -0.61 -3.59  0.000
H: 0.70 -3.76 -3.47  0.001
H: 2.21 -3.46 -2.53  0.000
H: 0.78 -4.18 -1.73  0.000
C: -1.34 -4.74 2.14  0.001
Si: -0.17 -3.29 2.21  0.006
C: 0.03 -2.69 3.97  0.003
C: 1.52 -3.80 1.57  0.002
C: -0.79 -1.89 1.19  0.022
C: -1.35 -0.88 0.55  -0.001
H: -1.24 -5.35 3.04  0.000
H: -1.14 -5.37 1.27  0.000
H: -2.38 -4.38 2.08  0.000
H: -0.19 -3.51 4.67  0.000
H: 1.05 -2.34 4.16  0.000
H: -0.67 -1.87 4.16  0.000
H: 1.61 -3.75 0.47  0.002
H: 2.33 -3.20 2.02  0.000
H: 1.67 -4.85 1.86  0.000

Record 6
Computed, not measured: a structure of composition C16H34Cl3F2KN4O5Si in a non-equilibrium geometry, with wB97M-V/def2-TZVPD.

Calculated values
Orbital gap in eV: 3.05
HOMO energy in eV: -5.234
Total charge: 0
Max |F| in eV/A: 6.02

Each line ends with the Löwdin charge.
Element x y z (Å)
C: -1.37 -3.92 -3.87  -0.187
Si: -2.22 -3.17 -2.34  0.483
C: -0.88 -2.38 -1.22  -0.203
C: -3.26 -1.68 -2.99  -0.273
O: -3.33 -4.20 -1.52  -0.227
C: -2.83 -5.54 -1.35  -0.253
C: -2.33 -5.87 0.13  -0.115
N: -0.98 -5.31 0.42  0.077
C: 0.16 -6.00 0.47  -0.257
N: 0.19 -7.42 0.30  0.134
C: 1.58 -7.68 0.49  -0.011
N: 2.29 -6.47 0.71  0.028
N: 1.46 -5.39 0.71  0.123
H: -1.90 -4.87 -4.21  0.044
H: -1.18 -3.18 -4.72  0.045
H: -0.32 -4.27 -3.54  0.042
H: -0.68 -1.28 -1.51  0.027
H: 0.09 -2.99 -1.24  0.018
H: -1.27 -2.36 -0.15  0.041
H: -4.01 -2.00 -3.79  0.047
H: -3.77 -1.15 -2.10  0.070
H: -2.48 -0.96 -3.46  -0.090
H: -2.02 -5.86 -2.07  0.112
H: -3.72 -6.24 -1.54  0.140
H: -2.37 -7.01 0.23  0.135
H: -3.04 -5.44 0.92  0.146
H: -0.92 -4.29 0.58  0.130
H: 1.94 -8.75 0.44  0.155
H: 3.30 -6.43 0.87  0.180
H: 1.69 -4.41 0.85  0.191
F: -1.53 0.35 -1.43  -0.624
K: -2.97 0.68 -4.29  0.936
C: 3.38 2.91 1.92  -0.092
C: 3.49 2.70 0.42  -0.276
O: 2.92 1.48 -0.03  -0.177
C: 1.53 1.30 0.23  -0.286
C: 0.65 2.35 -0.42  -0.096
H: 3.86 2.08 2.45  0.079
H: 3.86 3.84 2.21  0.022
H: 2.34 2.95 2.25  0.066
H: 4.55 2.67 0.14  0.118
H: 3.05 3.54 -0.13  0.106
H: 1.36 1.24 1.31  0.102
H: 1.27 0.32 -0.19  0.101
H: 0.87 3.35 -0.04  0.064
H: -0.40 2.14 -0.22  0.051
H: 0.81 2.37 -1.50  0.077
C: -5.08 4.90 -0.02  -0.061
C: -4.90 3.70 0.84  -0.315
O: -4.80 2.64 -0.09  0.150
C: -4.27 3.20 -1.21  -0.524
O: -3.79 2.57 -2.11  0.110
O: -4.34 4.55 -1.19  0.084
F: -5.99 3.49 1.62  0.079
H: -6.13 5.07 -0.30  0.148
H: -4.69 5.81 0.44  0.147
H: -4.00 3.72 1.46  0.182
Cl: 5.63 4.56 4.21  0.503
C: 6.17 6.26 4.03  -0.740
C: 5.42 6.98 2.92  -0.790
Cl: 5.86 6.34 1.30  0.456
H: 7.25 6.25 3.86  0.062
H: 5.98 6.75 4.98  -0.073
H: 5.68 8.03 2.92  -0.008
H: 4.34 6.89 3.04  0.035
Cl: 4.82 8.57 5.08  -0.366

- Among the records above, which one has the lowest max |F|?
  C16H33N5O6PdSSe2

- max |F| of number 1 (C16H33ClFeP2)?
  5.33 eV/A

- Which value of max |F| does entry 1 give?
  5.33 eV/A